1.
95
Properties=species:S:1:pos:R:3:forces:R:3 method="wB97M-V/def2-TZVPD" charge=-1 energy_ha=-2402.39317 orbital_gap_ev=3.69 e_homo_ev=-2.88
C -6.229 2.426 -3.571 -0.1 0.5 -0.1
C -4.688 2.517 -4.167 -0.6 -0.1 1.5
C -3.711 1.954 -2.931 -0.6 0.3 -0.7
C -2.187 1.584 -3.445 0.3 0.7 -0.1
C -1.019 1.959 -2.340 0.3 -0.1 -0.5
C -0.810 0.830 -1.166 0.7 0.6 0.6
C -1.679 1.098 0.205 1.1 -0.3 0.5
C -1.088 2.367 1.118 0.1 -1.5 0.3
B -1.965 3.745 0.922 0.7 -0.3 0.4
P -0.882 5.366 1.036 0.6 1.0 0.6
C -0.305 5.912 -0.723 -0.8 1.3 -0.9
C -2.201 6.718 1.512 -1.1 0.2 -1.0
H -6.354 3.219 -2.699 0.3 -1.7 -1.8
H -7.019 2.672 -4.401 1.4 -0.4 1.5
H -6.502 1.376 -3.133 0.7 1.9 -0.9
H -4.474 3.672 -4.331 -0.3 -2.5 0.0
H -4.586 1.885 -5.151 -0.1 1.3 1.9
H -4.300 1.022 -2.488 1.5 1.9 -0.7
H -3.703 2.837 -2.131 0.2 -2.1 -1.5
H -1.977 2.267 -4.397 -0.5 -1.4 1.9
H -2.088 0.451 -3.802 -0.3 2.4 0.8
H -1.272 3.042 -1.933 0.5 -2.4 -0.4
H 0.037 2.071 -2.881 -2.3 -0.3 0.9
H -0.950 -0.277 -1.584 0.0 2.3 0.6
H 0.337 0.901 -0.844 -2.4 -0.2 -0.6
H -1.525 0.129 0.885 -0.6 1.8 -1.6
H -2.816 1.302 -0.015 2.2 -0.6 0.4
H 0.051 2.567 0.936 -1.8 -0.9 0.2
H -1.225 2.009 2.248 0.6 0.7 -2.3
H -2.692 3.815 1.873 -0.5 0.4 0.3
H -2.560 3.817 -0.092 -0.7 -0.1 -1.0
H 0.129 7.022 -0.698 -0.8 -2.3 0.1
H -1.296 5.975 -1.377 2.2 -0.3 0.8
H 0.524 5.229 -1.188 -1.8 1.1 0.9
H -3.279 6.209 1.553 2.3 1.1 0.1
H -1.921 7.193 2.544 -0.7 -0.7 -2.1
H -2.275 7.509 0.627 0.3 -1.3 2.1
O 2.900 1.448 -0.116 0.1 -3.1 -3.7
P 4.254 0.704 -0.010 0.5 5.8 7.3
N 3.901 0.216 1.607 -0.4 -1.2 1.2
C 4.825 0.059 2.726 0.2 0.0 -0.1
C 2.830 -0.779 1.718 -0.6 0.3 -0.2
N 5.130 2.203 0.067 0.5 0.8 -0.7
C 5.942 2.632 1.196 0.6 -0.4 -0.2
C 4.471 3.398 -0.485 -0.3 -0.3 -0.3
N 5.811 -0.151 0.111 -0.5 -1.0 -3.6
C 6.750 0.207 -0.984 0.6 0.5 -0.2
C 5.672 -1.619 -0.010 -0.1 -0.5 0.5
H 5.482 -0.808 2.629 0.2 -0.2 0.1
H 4.278 -0.063 3.671 -0.2 -0.1 -0.4
H 5.447 0.933 2.900 0.0 0.0 -0.3
H 3.142 -1.756 1.341 0.0 -0.3 0.1
H 1.950 -0.474 1.145 0.1 0.1 0.0
H 2.491 -0.911 2.750 0.2 0.2 -0.1
H 5.324 2.915 2.055 0.0 0.0 0.1
H 6.555 3.503 0.930 -0.2 0.0 -0.2
H 6.669 1.872 1.490 -0.2 -0.1 0.1
H 3.716 3.793 0.204 -0.1 0.0 -0.1
H 3.997 3.177 -1.447 -0.1 0.0 0.4
H 5.195 4.198 -0.688 0.2 -0.3 0.2
H 6.298 0.020 -1.966 0.2 -0.1 0.0
H 7.678 -0.373 -0.908 -0.3 -0.2 0.1
H 7.068 1.251 -0.954 -0.4 -0.1 0.1
H 5.105 -1.890 -0.908 0.2 -0.2 0.0
H 5.175 -2.063 0.853 -0.2 0.3 0.0
H 6.651 -2.110 -0.054 -0.1 0.3 -0.1
O -0.802 -2.913 2.100 -3.2 3.1 -1.5
P -1.786 -3.670 1.175 5.8 -6.5 2.3
N -2.155 -4.796 2.430 -1.1 -0.8 1.4
C -2.455 -6.219 2.308 -0.1 -0.1 -0.2
C -2.925 -4.230 3.542 0.4 0.5 0.2
N -0.479 -4.329 0.239 0.8 0.2 -0.9
C -0.182 -5.748 0.113 -0.6 -0.1 -0.6
C 0.804 -3.608 0.272 -0.3 0.5 0.1
N -2.917 -4.541 0.112 -0.9 3.4 -1.2
C -2.773 -4.158 -1.317 0.3 -0.2 -0.8
C -4.336 -4.245 0.415 -0.5 -0.3 0.5
H -3.433 -6.421 1.866 -0.2 -0.2 -0.1
H -2.446 -6.706 3.293 0.0 0.4 0.0
H -1.711 -6.771 1.741 -0.1 0.3 -0.2
H -3.954 -4.003 3.250 -0.3 0.0 0.2
H -2.475 -3.301 3.900 0.0 -0.1 -0.2
H -2.963 -4.903 4.405 0.1 -0.1 -0.2
H 0.235 -6.158 1.039 0.0 -0.1 0.1
H 0.549 -5.926 -0.686 0.0 0.3 0.1
H -1.058 -6.325 -0.192 0.0 0.1 0.3
H 1.354 -3.811 1.199 0.0 0.1 0.0
H 0.652 -2.528 0.176 0.0 -0.3 0.2
H 1.446 -3.894 -0.571 -0.3 -0.3 0.0
H -2.897 -3.077 -1.448 -0.1 -0.1 -0.2
H -3.516 -4.674 -1.937 -0.2 0.1 0.4
H -1.808 -4.440 -1.743 -0.1 0.1 0.5
H -4.517 -3.165 0.438 -0.2 -0.1 -0.1
H -4.654 -4.664 1.369 0.3 0.1 0.1
H -5.004 -4.696 -0.328 0.3 0.1 0.0

2.
98
Properties=species:S:1:pos:R:3:forces:R:3 method="wB97M-V/def2-TZVPD" charge=-1 energy_ha=-2367.61431 orbital_gap_ev=8.88 e_homo_ev=-6.58
Cl -17.160 15.285 -22.809 -0.3 -0.6 0.2
O -16.657 14.118 -23.504 -0.2 0.1 -0.2
O -16.164 16.324 -22.956 -0.2 0.5 0.2
O -18.441 15.665 -23.367 0.4 0.3 -0.4
O -17.373 14.970 -21.420 0.2 0.1 0.0
C -12.069 16.096 -28.618 0.9 -0.1 -0.8
C -12.072 17.201 -27.568 -0.4 0.5 0.3
C -13.234 16.875 -26.613 -0.3 -0.3 0.1
C -13.259 17.549 -25.240 0.7 0.5 -0.5
C -11.860 17.459 -24.625 -0.5 -0.6 -0.1
C -10.715 17.919 -25.553 -0.7 0.2 0.8
N -10.819 17.219 -26.821 -0.2 -1.3 0.3
O -9.700 17.475 -27.664 -0.3 0.3 -0.2
C -10.819 19.455 -25.606 0.9 0.8 -0.1
C -9.427 17.476 -24.871 0.9 0.0 -0.2
C -12.352 18.536 -28.266 -0.2 0.0 -0.6
H -11.407 16.367 -29.451 -0.2 0.2 -0.1
H -13.069 15.950 -29.025 0.0 0.0 0.0
H -11.671 15.127 -28.308 -0.3 0.1 0.6
H -14.141 17.132 -27.168 -0.1 -0.1 0.1
H -13.275 15.790 -26.468 0.2 0.0 0.0
H -13.988 17.048 -24.604 0.0 0.1 0.0
H -13.568 18.592 -25.357 -0.1 0.0 0.1
H -11.758 16.408 -24.338 0.4 0.0 0.0
H -11.760 18.044 -23.709 -0.2 0.0 0.0
H -10.356 19.884 -26.499 0.0 -0.2 -0.1
H -11.815 19.889 -25.521 -0.2 -0.4 -0.2
H -10.270 19.898 -24.768 0.0 -0.2 0.0
H -9.439 16.415 -24.619 -0.3 0.0 0.0
H -8.559 17.603 -25.523 -0.1 0.2 0.0
H -9.213 18.037 -23.961 -0.3 0.0 0.0
H -11.546 18.805 -28.952 0.2 0.1 0.3
H -12.527 19.339 -27.554 0.1 0.0 0.0
H -13.240 18.456 -28.901 -0.1 -0.1 0.2
H -9.475 16.589 -27.963 0.2 0.0 0.1
C -18.668 19.494 -19.843 -0.4 -0.2 0.3
C -18.141 18.275 -20.566 0.1 0.5 -0.4
O -16.723 18.211 -20.405 -0.2 -0.2 0.1
H -18.305 20.422 -20.281 0.1 0.0 0.1
H -18.420 19.446 -18.781 0.2 0.1 -0.1
H -19.761 19.487 -19.879 0.0 0.1 -0.2
H -18.344 18.388 -21.636 -0.2 -0.2 0.0
H -18.657 17.380 -20.207 0.3 -0.1 0.0
H -16.398 17.663 -21.131 0.1 -0.1 0.1
C -14.108 13.775 -19.029 -0.2 0.2 0.0
C -14.891 15.057 -19.194 -0.5 0.3 0.4
O -14.680 15.862 -18.022 0.1 0.0 0.0
H -14.540 13.184 -18.219 0.0 0.0 0.0
H -13.079 14.005 -18.755 0.1 -0.1 -0.2
H -14.171 13.188 -19.945 0.2 0.0 0.0
H -15.958 14.831 -19.282 0.0 0.0 -0.1
H -14.622 15.650 -20.069 0.3 -0.3 -0.1
H -14.935 16.763 -18.239 -0.1 0.0 0.0
C -11.983 13.254 -23.140 0.1 0.4 -0.5
C -13.334 13.912 -23.037 -0.4 0.6 0.6
O -13.225 15.139 -22.298 0.3 0.0 -0.1
H -11.272 13.922 -23.635 0.0 0.1 0.1
H -12.048 12.368 -23.773 0.0 -0.2 0.2
H -11.591 13.016 -22.152 0.0 -0.1 0.0
H -14.028 13.269 -22.487 0.0 -0.2 -0.3
H -13.777 14.177 -24.002 0.1 -0.5 -0.2
H -14.051 15.615 -22.448 0.0 0.0 0.1
C -16.868 15.697 -28.320 -0.1 -0.3 0.2
C -16.850 15.622 -26.805 0.7 0.1 0.0
O -17.924 16.391 -26.273 0.1 -0.5 -0.1
H -17.682 15.068 -28.683 -0.1 0.3 -0.2
H -15.941 15.315 -28.751 0.1 0.0 0.1
H -16.992 16.734 -28.633 -0.1 0.0 -0.1
H -15.897 16.013 -26.429 -0.1 0.0 0.1
H -16.902 14.586 -26.462 -0.1 0.0 0.0
H -18.174 15.949 -25.451 -0.2 0.3 0.3
C -18.024 20.699 -24.034 0.1 0.1 -0.4
C -17.615 19.286 -24.429 -0.1 0.7 -0.3
O -17.903 19.173 -25.822 0.3 -0.1 0.1
H -17.372 21.437 -24.507 0.1 -0.1 0.0
H -18.008 20.900 -22.963 -0.1 -0.2 0.0
H -19.017 20.862 -24.455 -0.1 0.1 0.3
H -18.199 18.557 -23.862 0.2 -0.1 0.0
H -16.542 19.135 -24.277 0.0 -0.2 0.3
H -17.671 18.264 -26.072 -0.3 0.0 -0.1
C -16.958 11.234 -23.836 0.2 0.3 -0.2
O -16.101 11.592 -22.768 -0.1 0.2 0.2
H -16.854 10.179 -24.094 0.2 -0.1 0.4
H -18.008 11.432 -23.602 0.0 0.0 0.0
H -16.672 11.794 -24.732 -0.3 0.1 -0.1
H -16.190 12.568 -22.667 0.0 -0.9 -0.2
C -21.341 14.106 -21.572 0.0 -0.3 -0.4
O -20.256 14.106 -20.679 -0.1 0.0 0.2
H -21.452 13.152 -22.109 0.2 0.0 0.0
H -22.254 14.222 -20.985 0.0 0.3 0.0
H -21.261 14.882 -22.338 -0.1 0.2 0.1
H -19.425 14.313 -21.123 0.0 0.0 -0.1
C -17.479 11.907 -19.672 -0.2 -0.5 -0.2
O -18.749 12.164 -19.092 0.2 -0.2 0.6
H -17.297 12.606 -20.487 0.3 0.1 0.1
H -16.717 11.951 -18.895 0.0 0.4 0.0
H -17.392 10.893 -20.081 -0.2 0.0 -0.1
H -19.427 11.659 -19.542 0.0 0.2 -0.2

3.
103
Properties=species:S:1:pos:R:3:forces:R:3 method="wB97M-V/def2-TZVPD" charge=-1 energy_ha=-2540.66926 orbital_gap_ev=6.30 e_homo_ev=-4.54
C -3.425 0.176 1.132 0.2 -0.3 -0.1
C -2.400 1.141 0.546 -0.4 0.4 0.4
C -1.519 1.856 1.578 0.7 0.3 -0.5
C -0.127 1.231 1.732 -1.0 -0.2 0.0
N -0.214 0.018 2.518 1.0 0.4 -0.1
B 0.977 -0.928 2.492 -0.8 -1.0 -0.8
C 1.622 -1.346 1.029 -0.4 1.2 0.1
C 0.562 -1.512 -0.062 0.6 0.1 -0.4
C 0.207 -2.967 -0.303 -0.4 -0.1 -0.1
C -1.292 -3.160 -0.475 0.4 -0.3 0.4
S -1.922 -3.039 -2.179 -0.4 0.1 0.0
C -0.858 -1.861 -2.898 -0.8 0.0 0.8
N 0.176 -2.125 -3.580 1.1 -0.2 -0.8
N 0.736 -0.900 -3.939 0.9 -1.1 -0.7
C -0.015 -0.013 -3.448 -0.2 0.6 0.2
O -1.063 -0.516 -2.778 -0.4 0.3 0.2
O 0.399 -2.226 3.061 0.2 -0.2 0.6
C 1.448 -2.784 3.828 -0.4 0.4 -0.7
C 2.148 -1.520 4.361 -1.1 -0.5 0.1
F 3.479 -1.769 4.713 0.5 -0.1 0.1
O 2.078 -0.560 3.431 0.2 0.2 -0.3
H -4.239 0.731 1.589 -0.2 0.0 0.1
H -3.020 -0.487 1.895 0.1 0.0 0.1
H -3.837 -0.461 0.354 -0.2 0.0 -0.1
H -2.971 1.908 0.027 -0.1 0.1 -0.2
H -1.791 0.674 -0.223 0.2 -0.2 0.0
H -1.996 1.922 2.553 -0.2 -0.1 0.2
H -1.372 2.880 1.230 -0.1 0.1 0.0
H 0.247 1.064 0.707 0.2 0.0 0.0
H 0.540 1.962 2.188 0.2 0.0 0.3
H -1.074 -0.470 2.325 0.0 -0.1 0.0
H 2.337 -0.587 0.706 0.2 0.0 0.0
H 2.185 -2.274 1.098 0.3 -0.1 0.2
H -0.353 -0.973 0.178 -0.1 0.1 0.2
H 0.925 -1.058 -0.988 0.0 0.0 -0.2
H 0.711 -3.401 -1.164 0.3 0.0 -0.1
H 0.502 -3.543 0.574 0.0 -0.1 0.1
H -1.515 -4.172 -0.153 -0.4 -0.2 -0.3
H -1.807 -2.491 0.208 -0.3 0.2 -0.2
H 0.180 1.035 -3.554 -0.5 0.4 0.2
H 2.051 -3.398 3.147 0.6 0.0 0.4
H 1.054 -3.387 4.645 0.0 -0.2 0.0
H 1.596 -1.224 5.260 0.5 0.1 0.5
C 5.464 -3.934 6.822 -0.1 0.2 -0.2
O 4.903 -2.642 6.976 0.2 -0.2 0.0
H 5.876 -4.260 7.775 0.0 0.1 0.0
H 4.702 -4.651 6.502 0.1 -0.1 0.0
H 6.268 -3.909 6.079 0.0 -0.2 0.0
H 4.579 -2.396 6.100 -0.3 0.3 0.2
C -2.207 2.742 -3.759 0.1 0.2 -0.2
O -0.975 3.263 -4.270 0.0 -0.1 0.2
H -1.997 2.206 -2.838 0.0 0.0 0.0
H -2.903 3.557 -3.543 -0.1 -0.1 0.1
H -2.655 2.053 -4.480 -0.1 0.0 0.1
H -1.171 3.736 -5.082 0.0 0.0 0.0
C -5.321 3.597 -0.987 -0.1 -0.2 -0.3
O -5.077 2.339 -1.613 0.1 0.0 0.1
H -4.659 3.682 -0.129 0.0 -0.1 0.0
H -5.107 4.410 -1.687 0.0 0.1 0.1
H -6.356 3.667 -0.649 0.0 0.1 0.1
H -5.666 2.275 -2.369 0.0 -0.1 0.0
C -8.612 4.021 1.146 0.0 0.3 0.1
O -7.595 5.018 1.192 -0.1 -0.1 -0.1
H -8.183 3.129 0.697 0.0 0.0 0.0
H -8.961 3.776 2.152 0.0 -0.1 0.0
H -9.458 4.355 0.539 0.0 -0.1 0.0
H -7.977 5.803 1.592 0.1 0.0 0.0
C 5.171 0.072 1.756 0.0 -0.1 -0.1
O 5.010 -1.096 0.957 0.0 0.0 0.1
H 4.180 0.409 2.048 0.0 -0.1 0.0
H 5.746 -0.149 2.661 -0.3 0.2 -0.1
H 5.674 0.864 1.190 0.0 0.0 0.1
H 5.883 -1.405 0.702 0.1 0.0 0.0
C 3.237 0.279 -5.864 0.2 0.1 -0.2
O 4.442 0.817 -6.415 0.0 0.0 0.1
H 3.484 -0.259 -4.954 0.1 0.0 0.0
H 2.537 1.084 -5.624 -0.1 -0.1 0.1
H 2.776 -0.409 -6.573 -0.1 0.0 0.1
H 4.202 1.283 -7.219 0.0 0.0 -0.1
C 7.414 -1.854 3.771 -0.3 -0.1 -0.1
O 6.917 -2.865 2.900 0.2 0.1 0.0
H 8.479 -2.021 3.915 0.0 -0.1 0.0
H 7.262 -0.866 3.329 0.2 -0.1 0.2
H 6.907 -1.900 4.739 0.1 0.1 0.1
H 5.974 -2.708 2.781 -0.1 0.0 -0.1
C -2.814 6.206 -0.618 0.3 -0.2 -0.2
O -1.967 5.071 -0.504 -0.2 0.1 0.1
H -3.568 6.142 0.164 0.0 -0.1 0.0
H -2.248 7.133 -0.490 -0.1 0.1 0.0
H -3.311 6.213 -1.593 -0.1 0.1 0.0
H -1.301 5.123 -1.195 0.0 -0.1 0.0
C 1.274 -0.939 -9.660 -0.1 0.2 0.2
O 1.632 0.142 -8.806 0.0 0.0 -0.2
H 2.190 -1.346 -10.080 0.0 0.0 0.0
H 0.761 -1.724 -9.099 0.0 -0.1 -0.1
H 0.631 -0.596 -10.476 0.0 -0.1 -0.1
H 0.822 0.499 -8.432 0.0 0.0 0.1
C -2.526 -4.318 2.712 0.5 0.6 0.5
O -1.951 -3.485 3.712 -0.6 -0.5 -0.1
H -3.439 -4.752 3.115 0.0 0.0 0.0
H -2.772 -3.724 1.828 -0.1 -0.2 -0.1
H -1.834 -5.121 2.436 -0.1 -0.1 -0.1
H -1.139 -3.083 3.359 0.3 0.4 0.0

4.
97
Properties=species:S:1:pos:R:3:forces:R:3 method="wB97M-V/def2-TZVPD" charge=+2 s2=0.7541 spin_multiplicity=2 energy_ha=-3922.22804 orbital_gap_ev="7.43 / 4.88" e_homo_ev="-13.83 / -13.83"
Cu -10.459 -12.711 9.937 0.4 -1.9 -0.4
K -8.980 -13.512 6.486 0.0 -0.2 -0.1
C -8.918 -16.019 10.675 0.8 -1.0 -0.5
C -9.603 -15.793 9.348 -0.4 0.0 -0.3
O -9.971 -14.482 9.056 -0.1 2.1 -0.3
H -7.852 -15.775 10.654 -0.2 0.7 0.0
H -8.841 -17.114 10.766 -0.5 0.1 0.6
H -9.409 -15.544 11.520 -0.1 -0.2 0.1
H -10.485 -16.449 9.250 -0.1 0.1 0.4
H -8.952 -16.197 8.542 0.2 0.3 0.1
C -8.362 -21.025 7.275 -0.9 -0.4 -0.9
O -8.338 -20.942 8.680 0.2 -0.2 0.8
C -7.532 -19.884 9.119 0.7 0.3 -1.3
C -7.269 -19.970 10.602 -0.3 0.0 0.0
N -6.338 -21.033 10.908 -2.4 -0.2 0.4
C -6.005 -21.356 12.266 0.7 0.2 0.4
C -6.905 -22.525 12.680 -0.3 -0.5 0.2
O -6.928 -23.441 11.620 -0.2 0.4 0.0
C -7.600 -24.648 11.950 -0.1 -1.1 -0.4
H -7.386 -21.137 6.795 0.2 0.2 0.3
H -8.909 -20.186 6.828 0.3 0.2 0.1
H -8.944 -21.903 6.993 0.1 -0.1 0.3
H -7.960 -18.920 8.821 -0.1 0.1 0.4
H -6.578 -19.964 8.574 0.1 0.3 0.2
H -8.222 -20.340 11.037 0.1 0.1 0.2
H -7.026 -19.030 11.092 0.2 0.0 -0.1
H -6.729 -21.869 10.429 1.2 -0.3 -0.3
H -6.157 -20.527 12.956 0.0 0.3 -0.3
H -4.941 -21.617 12.321 -0.1 -0.3 -0.1
H -7.913 -22.133 12.885 0.0 0.0 -0.1
H -6.566 -23.001 13.606 0.3 0.2 0.0
H -8.515 -24.525 12.532 0.2 0.4 0.1
H -6.921 -25.344 12.449 0.0 0.2 0.2
H -7.900 -25.144 11.027 0.1 0.2 -0.1
C -11.713 -15.931 14.774 0.5 0.4 0.6
C -11.589 -15.128 13.511 -1.3 0.6 -0.8
O -12.528 -14.020 13.558 0.2 -0.1 0.2
H -12.684 -16.417 14.838 0.0 0.0 0.0
H -11.600 -15.246 15.618 -0.2 -0.1 0.0
H -10.928 -16.677 14.903 0.0 -0.1 -0.3
H -11.933 -15.723 12.658 0.6 -0.2 0.0
H -10.620 -14.665 13.307 0.3 -0.5 0.3
H -12.915 -13.937 12.683 -0.1 0.0 0.1
C -12.584 -13.332 4.982 0.5 0.8 0.2
C -12.241 -14.123 6.211 -0.8 -0.9 0.9
O -11.204 -15.070 5.917 0.6 0.4 0.1
H -12.928 -13.946 4.156 -0.1 -0.1 0.1
H -11.714 -12.756 4.644 0.1 -0.2 -0.1
H -13.306 -12.556 5.239 -0.3 -0.3 -0.1
H -13.090 -14.696 6.607 -0.2 0.1 -0.5
H -12.012 -13.511 7.102 0.5 0.3 -0.4
H -10.988 -15.534 6.735 -0.2 -0.1 0.1
C -4.285 -16.117 11.094 0.3 -0.2 0.4
C -3.862 -14.887 11.868 0.5 1.4 -0.1
O -2.804 -14.263 11.110 -0.3 -0.2 0.1
H -3.893 -16.016 10.083 -0.2 0.0 -0.1
H -5.366 -16.259 11.067 0.0 0.0 0.0
H -3.817 -17.001 11.531 -0.1 -0.1 -0.1
H -3.490 -15.054 12.883 -0.1 -0.5 -0.1
H -4.653 -14.133 11.985 -0.3 -0.3 -0.2
H -2.528 -13.467 11.574 0.1 0.0 0.0
C -11.867 -18.305 11.548 0.7 0.8 0.0
C -13.340 -18.053 11.483 -1.7 -0.4 -0.7
O -14.057 -19.292 11.428 0.6 -0.6 0.3
H -11.352 -17.340 11.471 -0.1 0.0 0.1
H -11.455 -18.864 10.706 -0.4 -0.4 0.1
H -11.569 -18.725 12.508 -0.1 -0.3 -0.1
H -13.665 -17.533 10.573 0.6 0.5 0.1
H -13.712 -17.479 12.338 0.3 0.1 0.1
H -14.967 -19.165 11.148 0.0 0.2 0.1
C -13.055 -18.207 7.765 -0.9 0.3 -0.4
C -13.166 -18.650 6.312 0.9 -0.2 -0.1
O -14.351 -19.351 6.012 -0.1 0.3 0.0
H -13.154 -19.002 8.505 0.4 -0.1 -0.1
H -13.925 -17.558 7.912 0.1 0.1 0.2
H -12.165 -17.590 7.895 0.2 -0.2 0.2
H -12.295 -19.232 5.978 0.0 -0.1 0.2
H -13.110 -17.740 5.710 -0.4 -0.1 -0.2
H -14.261 -20.263 6.302 0.0 0.0 0.0
C -7.732 -15.871 13.998 0.1 -0.6 -0.7
C -6.919 -15.860 15.280 -0.6 0.3 -0.2
O -7.684 -15.202 16.283 0.2 0.0 0.0
H -8.466 -16.680 14.053 -0.2 0.2 -0.1
H -7.111 -16.051 13.110 0.1 -0.2 0.2
H -8.257 -14.948 13.753 0.0 0.2 0.5
H -5.968 -15.352 15.108 0.0 0.1 0.3
H -6.731 -16.892 15.582 0.3 0.0 -0.1
H -7.810 -15.802 17.022 0.0 0.1 0.1
C -6.293 -14.352 8.604 0.2 -0.6 0.1
C -6.412 -12.926 8.122 0.0 0.2 1.1
O -6.168 -12.784 6.736 -0.6 -0.1 -0.1
H -5.289 -14.743 8.433 0.0 0.0 -0.1
H -7.011 -15.033 8.134 0.1 0.1 -0.3
H -6.494 -14.465 9.670 0.1 0.4 0.1
H -5.772 -12.264 8.711 0.2 -0.1 -0.1
H -7.418 -12.568 8.390 0.0 0.1 -0.4
H -5.261 -12.504 6.587 0.0 0.0 0.0